[1]
C30H25BrN4O8PdS | the ωB97M-V functional and the def2-TZVPD basis

Positions of all 70 atoms, in Å:
Pd 1.658 -0.545 -0.549
Br 0.491 6.632 -1.939
S -7.233 1.341 -3.239
O -7.826 2.401 -2.425
O 3.189 1.553 0.861
O 1.397 -2.539 -0.494
O 3.644 -0.939 -0.535
O -6.168 1.793 -4.123
O 1.884 1.486 -0.944
O -8.205 0.459 -3.879
O 5.158 -2.036 0.644
N -0.312 -0.336 -0.624
N 2.056 -0.696 1.692
N -5.140 0.331 -1.848
N -7.294 -0.336 -1.172
C 2.903 -1.691 4.132
C 1.352 -3.100 -1.753
C 1.997 -2.183 -2.827
C -0.490 0.793 3.829
C 2.617 2.069 -0.092
C 1.757 -0.868 4.075
C 1.359 -0.378 2.797
C 3.921 5.627 0.156
C 2.758 3.569 -0.284
C -6.750 -1.012 -0.158
C -6.438 0.303 -1.952
C -2.348 0.466 -1.593
C 3.635 -1.907 2.987
C 2.131 -4.440 -1.715
C 4.064 -1.483 0.529
C 1.771 4.270 -0.962
C 3.185 -1.383 1.771
C -0.118 -3.400 -2.157
C -0.111 0.300 5.078
C 0.238 0.471 2.705
C -0.983 0.440 -1.503
C -5.393 -1.071 0.058
C 3.834 4.251 0.270
C -3.131 -0.346 -0.740
C 2.922 6.340 -0.486
C 1.002 -0.505 5.202
C 1.862 5.644 -1.040
C -4.562 -0.367 -0.841
C -1.041 -1.115 0.199
C -2.408 -1.146 0.175
H -0.161 -4.124 -2.967
H -1.351 1.445 3.743
H -0.697 0.548 5.953
H -0.636 -2.493 -2.460
H 1.561 -5.179 -1.157
H -0.482 -1.754 0.874
H 3.198 -2.115 5.085
H 2.961 7.418 -0.559
H 4.765 6.158 0.574
H -2.854 1.098 -2.304
H -0.034 0.868 1.734
H 1.318 -0.856 6.175
H -7.449 -1.503 0.513
H -0.638 -3.812 -1.295
H 3.037 -1.986 -2.553
H 1.441 -1.228 -2.891
H 1.982 -2.668 -3.804
H 2.330 -4.813 -2.717
H -4.992 -1.625 0.892
H 4.584 3.684 0.797
H 4.555 -2.471 2.974
H -2.926 -1.800 0.858
H 3.074 -4.280 -1.201
H -0.362 1.046 -2.153
H 0.949 3.729 -1.402

Properties
Highest occupied orbital energy (alpha / beta): -1.5 / -3.3 eV
Multiplicity: 3
Net charge: -2
ΔE to the lowest compared entry with this formula, charge and spin: 35.4 kcal/mol
Frontier orbital gap (alpha / beta): 4.95 / 6.77 eV
LUMO (alpha / beta): 3.5 / 3.5 eV

[2]
C30H25ClN3O4SW | the ωB97M-V functional and the def2-TZVPD basis

Positions of all 65 atoms, in Å:
W -0.072 -0.276 -0.406
Cl -2.729 -2.625 -0.466
S -1.226 3.988 0.953
O -3.260 -2.622 5.583
O -1.077 -2.754 6.187
O 1.587 -0.938 0.753
O 2.253 -2.474 2.245
N -0.854 -1.006 1.536
N -0.272 1.624 0.667
N 0.657 -2.313 -1.511
C 1.178 1.936 4.094
C 2.099 -2.063 -1.778
C -0.085 3.907 3.518
C 0.671 3.197 4.428
C -2.072 -0.750 2.033
C -0.945 2.558 0.050
C -0.981 1.110 -1.838
C -2.224 3.143 -3.415
C -1.612 -1.966 4.048
C -0.005 -1.717 2.297
C -1.243 0.940 -3.212
C 1.929 1.647 -2.105
C 3.321 -0.439 -3.250
C -2.477 -1.209 3.270
C 1.401 -1.769 1.754
C -2.083 -0.990 -1.065
C 0.923 1.361 2.866
C 1.576 0.345 -1.733
C 3.633 0.864 -3.614
C -1.351 2.355 -1.328
C -0.343 -2.216 3.532
C 0.128 2.049 1.956
C -2.031 -2.470 5.440
C -0.022 -2.513 -2.799
C -0.342 3.317 2.284
C 2.946 1.913 -3.015
C 2.333 -0.683 -2.300
C 0.579 -3.569 -0.739
C -1.840 1.919 -3.978
C -1.970 3.361 -2.081
H -2.877 -0.304 -0.770
H 3.860 -1.272 -3.689
H 0.881 3.622 5.401
H -2.011 1.740 -5.033
H -2.729 -0.164 1.405
H -0.957 0.018 -3.700
H 0.059 -1.612 -3.398
H 1.782 1.392 4.808
H -0.458 -3.802 -0.517
H -0.470 4.891 3.754
H 1.020 -4.380 -1.331
H 1.147 -3.475 0.183
H 1.389 2.491 -1.686
H 2.607 -2.163 -0.821
H 4.403 1.057 -4.351
H -2.698 3.904 -4.020
H -3.470 -1.006 3.646
H -1.066 -2.760 -2.630
H 0.390 -2.751 4.120
H -2.152 -1.088 -2.141
H 3.185 2.938 -3.273
H 0.458 -3.337 -3.341
H 1.357 0.412 2.607
H -2.237 4.309 -1.624
H 2.485 -2.835 -2.456

Properties
Highest occupied orbital energy (alpha / beta): -5.1 / -5.4 eV
Multiplicity: 3
Net charge: -1
ΔE to the lowest compared entry with this formula, charge and spin: 1.5 kcal/mol
Frontier orbital gap (alpha / beta): 6.92 / 6.88 eV
LUMO (alpha / beta): 1.8 / 1.5 eV

[3]
C30H25ClN8O3PtS2 | the ωB97M-V functional and the def2-TZVPD basis

Positions of all 70 atoms, in Å:
Pt 0.912 -1.373 0.913
Cl 6.087 -5.340 4.070
S -1.934 1.791 -1.110
S 0.435 -1.464 -1.386
O 1.928 -3.055 0.634
O -2.608 0.653 -1.614
O -2.421 2.096 0.359
N 0.266 1.492 -2.906
N -0.364 1.654 -0.685
N 1.286 -1.391 2.874
N -1.777 -2.343 -2.592
N 0.016 0.405 1.447
N -1.154 -3.783 -1.127
N 1.880 1.375 -1.162
N -2.870 6.560 -4.303
C 0.667 1.486 -1.652
C 3.038 -3.041 2.809
C -1.310 2.531 1.208
C 0.405 -0.550 3.575
C 4.608 -5.113 1.806
C -3.465 4.321 -3.703
C -2.645 -3.406 -2.709
C -2.638 5.459 -3.572
C 2.242 -2.064 3.446
C 2.839 1.204 -2.078
C 4.064 -3.630 3.600
C 1.235 1.322 -3.805
C -1.062 1.472 3.392
C -0.862 -2.576 -1.634
C -1.680 2.382 2.632
C 3.628 -4.569 1.025
C -0.127 1.690 0.743
C 4.837 -4.635 3.111
C -1.315 4.295 -1.919
C 2.560 1.163 -3.432
C -0.205 0.465 2.734
C -1.552 5.415 -2.666
C -1.331 1.332 4.815
C -2.257 -4.306 -1.786
C -0.392 -4.534 -0.136
C -3.227 3.197 -2.960
C -2.158 3.183 -2.054
C 2.818 -3.504 1.481
C -0.786 0.331 5.515
C 0.107 -0.620 4.887
H -1.801 -1.485 -3.117
H -2.294 7.378 -4.213
H 4.223 -3.271 4.609
H -2.441 3.041 3.030
H -3.639 6.604 -4.948
H 2.424 -1.888 4.505
H -2.655 -5.272 -1.532
H 0.457 -5.024 -0.608
H -0.899 6.273 -2.576
H 3.454 -4.931 0.021
H -3.860 2.327 -3.069
H -4.292 4.341 -4.400
H -3.452 -3.423 -3.418
H -0.030 -3.862 0.634
H 3.849 1.103 -1.701
H -1.113 3.582 0.987
H 0.808 2.235 0.892
H 5.222 -5.919 1.426
H -0.462 4.271 -1.252
H -1.053 -5.275 0.306
H 3.339 1.023 -4.165
H -0.996 0.218 6.569
H 0.549 -1.393 5.502
H 0.933 1.314 -4.845
H -1.989 2.054 5.278

Properties
Highest occupied orbital energy: -12.3 eV
Net charge: +2
ΔE to the lowest compared entry with this formula, charge and spin: 18.4 kcal/mol
Frontier orbital gap: 5.42 eV
LUMO: -6.8 eV

What is the net charge in the first record? -2